# C87H190N7O31S8

A cluster of 15 separate species, C87H190N7O31S8 in total in a non-equilibrium geometry (ωB97M-V/def2-TZVPD, OMol25).

Its expectation value of S² is 15.777. The frontier orbital gap (alpha / beta) comes out at 7.40 / 8.52 eV. As for the spin multiplicity: 8. The calculation puts the total energy at -9329.381498 hartree. For the energy relative to the best compared isomer or geometry (same formula, charge and spin), the calculation gives 0.00 kJ/mol. The LUMO energy (alpha / beta) comes out at 0.2 / -0.3 eV.

The geometry in XYZ format:
```
323
Properties=species:S:1:pos:R:3:lowdin_charge:R:1
C -0.19171 2.04562 -5.42994 -0.04
C -0.02114 1.08776 -6.62247 -0.42
C -1.37381 0.42094 -6.91609 -0.14
C -1.46500 -0.13604 -8.35234 -0.15
C -1.44010 1.09814 -9.21730 -0.14
C -0.06668 1.78153 -9.21045 -0.43
N 0.31402 2.16661 -7.72724 -0.23
O 1.22374 2.83693 -7.58230 0.01
C 1.10660 0.89061 -9.81610 -0.02
C -0.06168 3.16094 -9.79565 -0.07
C 1.20127 0.24546 -6.52900 -0.01
H -1.10562 2.68069 -5.42286 0.10
H 0.54209 2.81523 -5.34490 0.04
H -0.19433 1.59856 -4.40902 0.09
H -1.42724 -0.23222 -6.02606 0.11
H -2.03834 1.26533 -6.72923 0.10
H -2.37430 -0.70055 -8.50712 0.11
H -0.56366 -0.75579 -8.49497 0.10
H -2.04698 1.94469 -8.86057 0.13
H -1.56364 0.97617 -10.31381 0.13
H 1.38913 1.30025 -10.79232 0.07
H 2.11930 0.91281 -9.37442 0.08
H 0.81275 -0.15434 -9.91196 0.07
H -0.80313 3.81826 -9.32174 0.09
H 0.89266 3.72070 -9.85146 0.09
H -0.40120 3.14052 -10.86601 0.10
H 1.02862 -0.66853 -6.02498 0.06
H 2.01906 0.71049 -5.90947 0.11
H 1.54969 -0.04231 -7.50286 0.06
C 2.96480 0.60937 4.25168 -0.04
C 3.59607 1.00193 5.55304 -0.46
C 5.06873 1.35174 5.32830 -0.15
C 5.62171 2.03804 6.50416 -0.17
C 4.82097 3.31655 6.73473 -0.11
C 3.34426 3.05912 7.05750 -0.44
N 2.78584 2.11220 6.07633 -0.19
O 1.59468 1.99570 6.11361 0.01
C 3.16279 2.49413 8.52063 -0.01
C 2.50089 4.31504 6.81658 -0.02
C 3.42307 -0.26734 6.43440 -0.01
H 3.14618 1.39009 3.48534 0.07
H 1.91279 0.38909 4.23848 0.09
H 3.43310 -0.28580 3.85014 0.07
H 5.51988 0.37231 5.07680 0.13
H 4.99662 1.94303 4.41397 0.08
H 6.63445 2.32422 6.31981 0.11
H 5.54160 1.34883 7.38868 0.13
H 4.79309 3.77412 5.74806 0.11
H 5.27831 3.83383 7.55208 0.12
H 3.53462 1.47504 8.73894 0.06
H 3.64307 3.12451 9.30726 0.09
H 2.08510 2.47762 8.72543 0.08
H 2.33727 4.54079 5.76812 0.06
H 1.50000 4.43810 7.24349 0.09
H 3.08594 5.19453 7.11283 0.10
H 4.03887 -1.04524 6.00370 0.06
H 2.38085 -0.62309 6.40360 0.10
H 3.70613 -0.20314 7.48110 0.06
C -2.04026 -4.69022 -3.17906 0.00
C -0.72861 -5.32919 -3.71826 -0.47
C -1.11585 -6.65037 -4.38019 -0.12
C -1.77645 -6.36732 -5.76937 -0.13
C -0.56012 -5.83998 -6.56808 -0.14
C -0.06816 -4.47077 -6.13215 -0.54
N -0.32727 -4.40639 -4.75043 -0.06
O 0.00417 -3.12480 -4.22405 -0.06
C 1.38911 -4.18854 -6.47620 0.00
C -0.98428 -3.43739 -6.76416 -0.02
C 0.41489 -5.48347 -2.68689 0.00
H -2.71873 -4.62728 -4.02891 0.07
H -1.75658 -3.66975 -2.92788 0.07
H -2.54122 -5.28712 -2.41869 0.08
H -0.22501 -7.19434 -4.61676 0.10
H -1.71922 -7.29962 -3.72113 0.13
H -2.61539 -5.66230 -5.78955 0.10
H -2.21815 -7.30091 -6.22135 0.13
H -0.71905 -5.94490 -7.62970 0.12
H 0.27552 -6.54597 -6.47942 0.12
H 1.71035 -3.17914 -6.37256 0.06
H 1.98148 -4.73694 -5.74624 0.08
H 1.76576 -4.58326 -7.43710 0.10
H -1.02496 -3.52382 -7.85332 0.10
H -1.99042 -3.66668 -6.41515 0.08
H -0.73702 -2.41700 -6.48112 0.06
H 0.24207 -6.13910 -1.83630 0.07
H 0.73116 -4.53457 -2.29139 0.06
H 1.23546 -5.92449 -3.23524 0.09
C -7.59679 0.54450 -4.79634 -0.04
C -6.07908 0.48365 -4.88304 -0.53
C -5.55365 1.70186 -4.27190 -0.14
C -4.09029 1.51725 -3.86117 -0.13
C -4.15501 0.42632 -2.81644 -0.15
C -4.53168 -0.83073 -3.42681 -0.54
N -5.81121 -0.72828 -4.09480 -0.18
O -6.23852 -1.75973 -4.51777 0.04
C -3.49248 -1.35893 -4.33345 -0.01
C -4.84557 -1.83712 -2.33225 -0.01
C -5.80111 0.39671 -6.35770 -0.03
H -8.06170 1.13562 -5.58453 0.08
H -8.01992 0.97395 -3.87685 0.09
H -8.04026 -0.45182 -4.91166 0.09
H -5.66772 2.61400 -4.84427 0.13
H -6.21408 1.73652 -3.38214 0.13
H -3.71274 2.42201 -3.43194 0.10
H -3.57030 1.20956 -4.78054 0.10
H -4.89878 0.67882 -2.03976 0.13
H -3.22457 0.39304 -2.24629 0.10
H -2.47567 -1.02357 -4.01131 0.10
H -3.49074 -2.46410 -4.30336 0.08
H -3.59146 -0.98283 -5.36031 0.07
H -5.80242 -1.76931 -1.81130 0.09
H -4.88306 -2.85487 -2.70893 0.07
H -4.05502 -1.80946 -1.58457 0.08
H -4.68681 0.33747 -6.63955 0.09
H -6.20810 1.31575 -6.80745 0.09
H -6.22622 -0.48954 -6.81233 0.09
C -1.37640 1.29718 0.08867 -0.04
C -0.44433 0.18150 -0.05649 -0.48
C -0.34219 -0.17394 -1.53363 -0.14
C 0.76654 -1.09461 -1.85566 -0.18
C 2.06946 -0.40343 -1.49323 -0.09
C 2.21350 -0.12390 0.03557 -0.44
N 0.92106 0.59709 0.39323 -0.10
O 0.93895 1.32218 1.40783 -0.02
C 2.30647 -1.32338 0.95575 0.00
C 3.30308 0.81489 0.32863 -0.05
C -0.95241 -0.95953 0.78399 -0.01
H -1.16258 2.28720 -0.26630 0.06
H -1.56392 1.47550 1.15103 0.07
H -2.33884 1.04321 -0.31032 0.07
H -1.29318 -0.56851 -1.93883 0.12
H -0.21299 0.79659 -2.08653 0.12
H 0.68192 -1.43730 -2.91587 0.11
H 0.60590 -1.97753 -1.26039 0.09
H 2.11611 0.65283 -1.75741 0.11
H 2.89982 -0.94749 -1.90188 0.11
H 2.37660 -1.10648 2.03421 0.09
H 1.51158 -2.05172 0.78198 0.07
H 3.21762 -1.88823 0.77199 0.07
H 3.43111 1.67027 -0.36576 0.08
H 3.21982 1.22490 1.33761 0.06
H 4.26572 0.31854 0.23159 0.07
H -0.75498 -0.83499 1.85414 0.08
H -0.58182 -2.00592 0.50740 0.10
H -2.05539 -1.05686 0.82801 0.08
C 0.57698 3.76921 -2.45298 -0.02
C 0.84571 4.92560 -1.48715 -0.42
C 1.55854 6.12552 -2.22475 -0.10
C 0.58389 6.82829 -3.15462 -0.17
C -0.52973 7.44534 -2.23574 -0.08
C -1.22911 6.24652 -1.46958 -0.47
N -0.35512 5.30045 -0.94580 -0.18
O -0.88036 4.61176 -0.00657 -0.01
C -2.10188 6.94863 -0.32165 -0.01
C -2.19251 5.43794 -2.32229 -0.01
C 1.87699 4.33334 -0.31204 0.03
H -0.06700 4.15271 -3.23660 0.05
H -0.19999 3.08236 -2.05038 0.08
H 1.36234 3.12732 -2.88515 0.09
H 1.93818 6.78953 -1.42042 0.13
H 2.44512 5.68467 -2.70719 0.11
H 0.22544 6.36433 -4.05603 0.10
H 1.14408 7.67476 -3.54276 0.10
H -1.32549 8.02767 -2.72500 0.13
H -0.00866 7.99842 -1.45128 0.11
H -2.63390 6.19454 0.26835 0.05
H -1.48365 7.62390 0.32232 0.10
H -2.92123 7.54690 -0.62926 0.06
H -3.02439 5.91932 -2.88154 0.11
H -1.53901 4.86898 -2.93194 0.04
H -2.61346 4.66743 -1.66024 0.08
H 2.85776 3.96028 -0.64914 0.05
H 1.38398 3.61280 0.33219 0.04
H 2.14369 5.11186 0.40578 0.07
C -5.60971 -2.56301 5.06806 -0.02
C -4.10759 -2.90869 4.88819 -0.41
C -3.21683 -2.48063 6.07855 -0.13
C -3.29524 -3.36321 7.28050 -0.16
C -2.81940 -4.72215 6.81903 -0.14
C -3.80114 -5.34833 5.87359 -0.47
N -4.06403 -4.41148 4.67882 -0.17
O -4.66216 -4.93291 3.76990 -0.03
C -3.17374 -6.56215 5.25464 -0.04
C -5.19361 -5.65561 6.42771 -0.01
C -3.67657 -2.40838 3.51471 -0.03
H -6.22964 -2.86054 4.24168 0.07
H -5.73828 -1.45379 5.13799 0.08
H -6.13317 -2.91349 5.98959 0.08
H -2.23221 -2.43694 5.59167 0.12
H -3.42164 -1.41740 6.25231 0.11
H -4.27536 -3.33040 7.77745 0.12
H -2.61813 -2.96451 8.03761 0.11
H -2.71346 -5.54197 7.52301 0.12
H -1.86548 -4.74938 6.30493 0.13
H -3.76997 -7.26816 4.70966 0.06
H -2.33016 -6.34831 4.60343 0.07
H -2.62357 -7.15455 6.02027 0.10
H -5.17078 -6.47320 7.14353 0.09
H -5.68122 -4.80525 6.85097 0.05
H -5.89817 -5.95450 5.62204 0.10
H -4.23553 -2.72736 2.64632 0.08
H -2.63637 -2.65794 3.37534 0.07
H -3.68017 -1.31514 3.41864 0.06
O -6.67771 -0.17060 -0.04739 -0.28
S -5.79247 0.36432 0.95614 0.56
O -4.54475 -0.29857 0.99237 -0.28
O -5.65974 1.94673 0.77152 -0.24
C -4.63488 2.65933 1.46652 -0.23
C -4.69478 4.19979 1.18334 -0.02
C -6.60135 0.18172 2.51007 -0.10
H -3.68405 2.15257 1.24939 0.10
H -4.82607 2.54453 2.50945 0.08
H -3.87923 4.53341 1.85877 0.05
H -5.66162 4.59089 1.59223 0.10
H -4.41800 4.61616 0.20730 0.06
H -7.60004 0.57561 2.42401 0.08
H -5.98475 0.61055 3.26986 0.02
H -6.63316 -0.89764 2.66230 0.07
O -1.02836 -4.72390 2.43712 -0.30
S -1.60793 -5.63126 1.41498 0.60
O -0.72923 -5.99981 0.33214 -0.32
O -2.01993 -6.94731 2.19483 -0.28
C -2.46311 -8.12969 1.42958 -0.22
C -3.30681 -8.98858 2.31005 -0.07
C -3.15408 -4.95261 0.82307 -0.09
H -1.61037 -8.60422 0.91625 0.13
H -3.08990 -7.69353 0.64851 0.11
H -3.71777 -9.72082 1.60626 0.08
H -4.20137 -8.53173 2.75848 0.09
H -2.86856 -9.63596 3.06894 0.09
H -2.97788 -3.95974 0.51216 0.05
H -3.89182 -5.01753 1.65988 0.07
H -3.44765 -5.58764 0.00631 0.05
O 6.71310 4.26475 -2.38685 -0.25
S 5.53826 3.50982 -2.12136 0.54
O 4.89317 3.71622 -0.86055 -0.30
O 4.37806 3.77426 -3.17640 -0.25
C 4.80086 3.96609 -4.55243 -0.27
C 3.57261 4.09580 -5.30933 -0.07
C 5.85396 1.84555 -2.25976 -0.13
H 5.40181 3.12575 -4.90482 0.12
H 5.45101 4.82371 -4.57733 0.12
H 2.96638 4.93895 -4.96742 0.08
H 2.88125 3.26659 -5.15704 0.07
H 3.75459 4.31952 -6.35702 0.10
H 6.17987 1.58018 -3.27706 0.09
H 5.06737 1.18610 -1.97514 0.05
H 6.70889 1.70105 -1.56036 0.10
O -0.63349 3.96615 5.29841 -0.32
S -0.45157 5.20709 4.46639 0.65
O -0.38057 6.50547 5.12082 -0.28
O 0.88069 5.10567 3.62557 -0.24
C 1.39235 3.86543 3.13971 -0.28
C 2.82763 4.01960 2.89236 -0.06
C -1.68880 5.24063 3.21673 -0.13
H 0.79025 3.60612 2.26547 0.09
H 1.25636 3.05538 3.83529 0.09
H 3.45212 3.87413 3.75457 0.06
H 2.96495 4.96267 2.38384 0.07
H 3.10352 3.18697 2.21412 0.08
H -1.67644 6.23741 2.81310 0.07
H -2.59665 5.06607 3.78248 0.05
H -1.46974 4.42130 2.52197 0.07
O 6.15998 5.92369 4.41424 -0.28
S 6.75566 5.33932 3.25390 0.57
O 8.21951 5.42634 3.14485 -0.29
O 6.24647 3.83415 3.15061 -0.27
C 7.05919 2.92481 2.38230 -0.26
C 6.22069 1.87827 1.87578 -0.08
C 5.99585 6.15981 1.94044 -0.13
H 7.76761 2.52456 3.12255 0.14
H 7.44823 3.53730 1.58457 0.12
H 5.56136 2.19007 1.07941 0.05
H 5.59497 1.33477 2.64557 0.09
H 6.77602 1.10249 1.32075 0.08
H 6.44013 5.89604 0.97265 0.08
H 6.17913 7.22664 2.09245 0.08
H 4.90020 5.93487 1.93560 0.08
O 6.83045 -3.16931 -0.99204 -0.26
S 6.88783 -2.22691 0.07249 0.55
O 6.40053 -0.86035 -0.02882 -0.31
O 6.22309 -2.89440 1.33956 -0.24
C 5.70520 -2.09339 2.43956 -0.25
C 5.37864 -2.83255 3.68395 -0.04
C 8.54765 -2.08034 0.53704 -0.13
H 4.85709 -1.54542 2.03638 0.08
H 6.44925 -1.27759 2.65723 0.12
H 6.18725 -3.45281 4.08511 0.10
H 4.48751 -3.40731 3.64724 0.06
H 5.20911 -2.01414 4.39912 0.06
H 8.53835 -1.46721 1.40777 0.05
H 9.04712 -1.51315 -0.28599 0.10
H 8.96306 -3.07899 0.73243 0.09
O -4.25071 0.75918 4.50675 -0.31
S -3.15405 1.63121 4.87030 0.60
O -3.37318 3.01721 4.54959 -0.29
O -2.83838 1.40600 6.40815 -0.25
C -2.33153 2.43965 7.27585 -0.26
C -3.01034 2.28429 8.60036 -0.06
C -1.67618 1.04152 4.11857 -0.09
H -2.58050 3.39825 6.83830 0.10
H -1.25814 2.30486 7.34734 0.12
H -2.77345 1.28994 8.93087 0.07
H -4.07109 2.54997 8.68246 0.09
H -2.44310 3.00530 9.19995 0.09
H -1.39604 0.12011 4.66425 0.09
H -0.99085 1.87922 4.22681 0.05
H -1.78196 0.76882 3.07478 0.04
O 4.14137 -7.59012 1.77204 -0.23
S 3.12832 -6.66622 1.64804 0.52
O 3.12395 -5.53564 2.56720 -0.30
O 3.07051 -6.06571 0.21313 -0.24
C 2.43045 -4.83976 -0.14592 -0.26
C 3.26398 -4.25797 -1.22207 -0.04
C 1.61797 -7.52815 1.78889 -0.11
H 2.45893 -4.24732 0.74388 0.09
H 1.40391 -5.04619 -0.42260 0.08
H 4.31682 -4.16907 -0.93539 0.08
H 2.92984 -3.29588 -1.52415 0.06
H 3.27216 -4.94588 -2.08943 0.09
H 0.91717 -6.93639 1.21420 0.02
H 1.42139 -7.58713 2.85505 0.08
H 1.77087 -8.52616 1.35883 0.08
```